[1]
C4H4F2 | ωB97M-V with the def2-TZVPD basis set

Structure (XYZ):
```
10
Properties=species:S:1:pos:R:3
C 0.8520 0.0846 -0.6066
C -1.4769 -0.3081 0.7978
C 1.8083 1.2163 -0.2519
C -0.5820 -0.6833 -0.0532
F 1.2393 2.1527 0.4334
F -0.5902 -1.8471 -0.6970
H 0.7019 0.6529 -1.5824
H 1.4464 -0.7148 -0.8100
H -1.3046 0.4520 1.4691
H -2.0943 -1.0051 1.3006
```

Computed properties:
E ... -354.35583 Eh
HOMO-LUMO gap ... 0.35662 Ha
LUMO level ... 0.29 eV
F_max ... 5.0 eV/Å
HOMO energy ... -9.4 eV

=====

[2]
C4H4F2 | ωB97M-V with the def2-TZVPD basis set

Structure (XYZ):
```
10
Properties=species:S:1:pos:R:3
C -1.7554 1.2745 -0.0097
C 1.8638 -1.2384 0.0518
C -1.2004 0.0854 0.0062
C 1.3017 -0.0565 -0.0164
F -1.6756 -1.1672 -0.0289
F 1.7671 1.1724 -0.0114
H -2.7301 1.5421 0.3067
H -1.1542 2.1287 -0.2544
H 2.9963 -1.2967 0.1697
H 1.1459 -1.9250 0.0255
```

Computed properties:
E ... -354.32481 Eh
HOMO-LUMO gap (spin up / spin down) ... 0.33899 / 0.33850 Ha
LUMO level (spin up / spin down) ... -0.17 / -0.17 eV
F_max ... 5.3 eV/Å
HOMO energy (spin up / spin down) ... -9.4 / -9.4 eV

=====

[3]
C4H4F2N2 | ωB97M-V with the def2-TZVPD basis set

Structure (XYZ):
```
12
Properties=species:S:1:pos:R:3
C 1.2943 1.2716 -0.4133
C 1.7734 0.0047 -0.2191
C -0.4488 0.1193 0.0350
C -1.8069 -0.3918 0.3465
N -0.0508 1.3082 -0.2560
N 0.7225 -0.7895 0.0854
F -2.3349 -1.0932 -0.6960
F -2.6615 0.6183 0.6024
H 1.8386 2.1561 -0.6702
H 2.7808 -0.3523 -0.2723
H -1.8108 -1.0697 1.2191
H 0.7043 -1.7817 0.2386
```

Computed properties:
E ... -463.90545 Eh
HOMO-LUMO gap (spin up / spin down) ... 0.20989 / 0.30374 Ha
LUMO level (spin up / spin down) ... 0.81 / -2.43 eV
F_max ... 5.6 eV/Å
HOMO energy (spin up / spin down) ... -4.9 / -10.7 eV
Multiplicity ... 3

=====

[4]
C4H4F2NO6P | ωB97M-V with the def2-TZVPD basis set

Structure (XYZ):
```
18
Properties=species:S:1:pos:R:3
C -0.1685 -0.5626 0.2251
C -1.3938 1.5087 1.1413
C 0.8682 -1.6748 0.3424
C -0.1052 0.6986 0.7719
N 1.0348 1.5459 0.7586
O -2.4948 1.1466 0.6915
O -0.5062 0.7445 -2.4620
O 1.7480 -0.2984 -1.7761
O -1.4268 -1.1629 0.3693
O -1.1721 2.6343 1.6510
O -0.2652 -1.7872 -2.4913
F 0.5256 -2.5661 1.3280
F 2.1081 -1.2054 0.6868
P 0.2345 -0.4978 -1.9827
H 0.9831 -2.2630 -0.7054
H 1.4280 1.5969 -0.1429
H -2.0161 -0.2798 0.5770
H 0.6185 2.4228 1.0176
```

Computed properties:
E ... -1202.20474 Eh
HOMO-LUMO gap ... 0.27960 Ha
LUMO level ... 6.38 eV
F_max ... 5.2 eV/Å
HOMO energy ... -1.2 eV
Net charge ... -2

=====

[5]
C4H4F2O | ωB97M-V with the def2-TZVPD basis set

Structure (XYZ):
```
11
Properties=species:S:1:pos:R:3
C -1.4605 0.1266 -2.1667
C 0.4247 -0.8572 -0.1002
C 0.8390 0.6188 0.2910
C -0.3501 -0.1357 0.9517
O -2.1479 0.9564 -1.8812
F 1.9197 0.6243 1.0026
F -0.0444 -0.5815 2.1940
H -1.1214 0.4247 0.6943
H -0.3684 -1.0746 -0.9181
H 1.1649 -1.6411 0.0620
H 1.1445 1.5393 -0.1294
```

Computed properties:
E ... -429.64503 Eh
HOMO-LUMO gap ... 0.39540 Ha
LUMO level ... 0.95 eV
F_max ... 6.7 eV/Å
HOMO energy ... -9.8 eV

=====

[6]
C4H4F6N5O4PdS2Te | ωB97M-V with the def2-TZVPD basis set

Structure (XYZ):
```
27
Properties=species:S:1:pos:R:3
Pd 1.9294 -0.5146 -0.5699
F -2.2241 -2.0834 -0.5460
C -1.1159 -2.5763 -1.1034
F -0.2071 -2.7521 -0.1330
F -1.4011 -3.7706 -1.6250
S -0.4833 -1.4653 -2.4349
O 0.7352 -2.0722 -2.8599
O -1.5694 -1.3574 -3.3596
N -0.2696 -0.1482 -1.5468
S -0.7781 1.2694 -2.1565
O 0.1346 1.8575 -3.0849
O -2.1811 1.3008 -2.4505
C -0.6803 2.3017 -0.6218
F 0.5181 2.3425 -0.0573
F -1.5625 1.8699 0.3000
F -1.0346 3.5437 -0.9571
N -0.2826 -0.3311 1.8608
C 0.5744 0.1862 2.7558
N 0.0391 0.8523 3.8228
N 1.8722 0.0448 2.7411
C 2.4735 -0.5890 1.7484
N 3.2315 -1.1986 1.0763
H -1.2329 -0.0037 1.8366
H 0.1065 -0.5727 0.9517
H -0.8455 1.3107 3.6859
H 0.7179 1.3663 4.3594
Te 3.5354 1.1893 -1.6320
```

Computed properties:
E ... -2521.11193 Eh
HOMO-LUMO gap (spin up / spin down) ... 0.25014 / 0.22029 Ha
LUMO level (spin up / spin down) ... 2.50 / 2.13 eV
F_max ... 0.6 eV/Å
HOMO energy (spin up / spin down) ... -4.3 / -3.9 eV
Net charge ... -1
Multiplicity ... 3

=====

[7]
C4H4FN | ωB97M-V with the def2-TZVPD basis set

Structure (XYZ):
```
10
Properties=species:S:1:pos:R:3
C -0.9980 -0.0733 1.2013
C -0.1459 -0.0690 -0.0333
C -1.0446 -0.3180 -0.9884
C 1.2491 0.3104 -0.2329
N -2.1911 -0.3283 0.8918
F -1.1873 -0.6148 -2.2650
H -0.6883 -0.0005 2.1998
H 1.6791 -0.0524 -1.1936
H 1.8957 -0.3109 0.4769
H 1.4313 1.4569 -0.0565
```

Computed properties:
E ... -309.23600 Eh
HOMO-LUMO gap (spin up / spin down) ... 0.33871 / 0.35265 Ha
LUMO level (spin up / spin down) ... 0.16 / 0.24 eV
F_max ... 3.0 eV/Å
HOMO energy (spin up / spin down) ... -9.1 / -9.4 eV

=====

[8]
C4H4FN3 | ωB97M-V with the def2-TZVPD basis set

Structure (XYZ):
```
12
Properties=species:S:1:pos:R:3
C 1.3399 -0.1244 -0.2112
N 0.6148 0.5257 -1.0283
C -0.6815 0.5894 -0.3740
N -0.7007 -0.3426 0.7107
C 0.4963 -0.7865 0.7952
H 2.4315 -0.1633 -0.4419
H -0.5929 1.6896 0.1491
H -1.5443 0.4715 -0.9534
H 0.7573 -1.4597 1.6147
N -3.9502 -0.0799 0.0755
C -4.2287 0.2604 1.1188
F -4.5043 0.7292 2.2360
```

Computed properties:
E ... -418.85145 Eh
Structure (SMILES) ... C1=NCN=C1.N#CF
HOMO-LUMO gap ... 0.39220 Ha
LUMO level ... 0.36 eV
F_max ... 3.2 eV/Å
HOMO energy ... -10.3 eV